[1]
11
Properties=species:S:1:pos:R:3:forces:R:3 method="wB97M-V/def2-TZVPD" homo_ev="-13.71 / -13.68" total_charge=+1
C 0.38793 0.45700 -0.52618 -1.64 -1.92 -2.16
N -0.88249 0.34740 0.19834 3.64 -2.65 0.35
N 1.26471 -0.47211 0.23293 -2.43 -1.51 1.69
S -1.99477 1.40068 -0.00173 -1.65 1.67 -1.97
Cl -1.27677 -1.77723 -0.12723 -0.13 1.03 -0.18
H 0.71029 1.47153 -0.54970 0.58 0.67 0.26
H 0.26792 0.03959 -1.60324 0.46 0.83 1.73
H 1.03230 -0.32675 1.26552 1.12 -0.12 -1.38
H 2.19032 -0.68811 -0.02938 1.98 1.00 -0.19
H 0.86123 -1.44288 0.06573 -0.60 0.88 0.19
H -2.56067 0.99087 1.07494 -1.33 0.12 1.66

[2]
16
Properties=species:S:1:pos:R:3:forces:R:3 method="wB97M-V/def2-TZVPD" homo_ev=-8.97 total_charge=0
H -3.30692 -0.91118 0.22284 -0.32 -1.32 0.46
N -2.84721 -0.08360 -0.05628 1.97 1.82 -0.55
C -1.55431 -0.12343 0.03808 -1.42 -0.70 0.51
N -0.80746 -1.20707 0.52151 -1.08 -3.39 -2.49
C -0.82105 1.10822 -0.35776 1.21 -0.78 0.63
C 0.47285 1.45617 -0.16362 -2.49 1.10 -1.15
N 1.45032 0.78453 0.52720 1.89 1.24 5.43
C 2.10640 -0.31045 0.16404 2.03 -1.80 -0.19
N 1.74864 -1.10356 -0.77858 0.92 -1.05 0.21
H 2.40285 -1.93340 -0.79849 -0.86 1.43 -0.20
H 0.05892 -1.26822 -0.07022 -0.48 0.07 0.78
H -1.32953 -2.19397 0.19091 1.48 3.45 1.51
H -1.51856 1.71553 -0.87488 -0.06 0.97 -0.55
H 0.83145 2.40343 -0.58196 -0.39 -0.14 0.12
H 1.75903 1.15436 1.59968 -1.24 -1.08 -4.30
H 3.06941 -0.48175 0.73063 -1.16 0.19 -0.23

[3]
53
Properties=species:S:1:pos:R:3:forces:R:3 method="wB97M-V/def2-TZVPD" homo_ev="-14.16 / -14.20" total_charge=+2 multiplicity=2
Ir -0.34014 0.15570 0.90916 -1.01 0.16 -1.07
N -1.49673 -0.48059 2.62689 -0.21 -0.21 -0.28
C -1.54061 -1.95418 2.80353 0.17 -0.08 0.07
C -0.14913 -2.47186 2.49617 -0.23 -0.01 0.01
N 0.16428 -2.02709 1.11834 0.91 0.44 0.40
H -0.99858 -0.08655 3.42120 -0.05 0.14 -0.01
H -2.43193 -0.08079 2.63838 -0.05 -0.10 0.06
H -2.27506 -2.35869 2.10661 0.03 -0.02 -0.02
H -1.83882 -2.23515 3.81344 -0.05 0.09 0.00
H -0.11595 -3.55699 2.59869 0.03 0.00 -0.08
H 0.58865 -2.04212 3.17467 -0.01 0.00 0.01
H -0.48507 -2.48497 0.48346 0.05 0.07 -0.13
H 1.09754 -2.31997 0.84561 0.02 -0.11 0.13
S 1.04764 1.24690 -0.59028 0.25 -0.26 0.13
C 0.11939 2.53774 -1.14250 0.02 0.06 -0.09
C 0.69783 3.34857 -2.16923 -0.02 -0.02 0.07
N 1.18926 3.97371 -2.99823 0.00 0.01 -0.02
C -1.13536 2.83125 -0.61852 -0.07 0.15 -0.09
S -1.81963 1.89596 0.59663 0.37 0.17 0.38
C -1.89078 3.94459 -1.10340 0.05 -0.08 -0.03
N -2.50646 4.83210 -1.49442 -0.01 0.02 0.02
O 0.66298 1.43492 2.32591 0.17 0.09 0.11
S 1.10369 1.83116 3.74704 -0.14 -0.30 0.01
C 2.26590 3.19178 3.47565 0.16 0.06 0.09
C 1.78325 4.33419 4.36258 -0.07 -0.02 -0.01
C 0.26590 4.36483 4.19993 0.04 0.00 -0.01
C -0.19507 2.92432 4.41240 0.02 0.11 -0.02
H 2.17855 3.42413 2.41268 -0.04 -0.03 -0.01
H 3.27268 2.84187 3.69384 -0.01 -0.02 -0.01
H 2.25456 5.27079 4.06982 0.02 -0.01 -0.02
H 2.04961 4.14280 5.40416 0.02 0.03 0.00
H -0.00074 4.70117 3.19634 0.01 0.00 0.00
H -0.21008 5.03577 4.91271 -0.03 -0.02 0.00
H -1.12407 2.67151 3.90081 0.00 -0.06 0.02
H -0.28504 2.67387 5.47032 0.01 0.00 0.00
N 0.91257 -1.69245 -1.90275 -0.03 -0.15 0.09
C -0.38802 -1.49181 -2.10858 0.06 0.25 -0.10
S -1.45000 -0.65207 -1.00902 -0.31 -0.29 0.34
N -0.97323 -1.94010 -3.20537 -0.09 -0.08 0.04
C -0.42758 -2.78290 -4.23512 0.05 0.10 -0.05
C 0.42789 -3.83775 -3.94475 -0.07 -0.05 0.03
C 0.89521 -4.63056 -4.98400 0.01 0.01 -0.01
C 0.50138 -4.38036 -6.28951 0.00 0.00 0.01
C -0.37774 -3.34104 -6.56161 0.00 -0.01 0.00
C -0.84562 -2.53793 -5.53518 0.06 0.08 -0.03
H 1.37198 -1.15536 -1.18823 0.00 0.03 -0.05
H 1.48221 -2.02907 -2.66924 0.00 -0.03 0.00
H -1.91960 -1.61825 -3.36197 -0.05 -0.12 0.09
H 0.68941 -4.08636 -2.92479 0.01 0.01 0.02
H 1.55487 -5.45899 -4.76554 0.01 0.00 0.00
H 0.86818 -5.00314 -7.09337 0.00 0.00 0.00
H -0.69971 -3.15228 -7.57623 0.00 0.00 0.00
H -1.52462 -1.72025 -5.74513 0.00 0.00 0.00

[4]
9
Properties=species:S:1:pos:R:3:forces:R:3 method="wB97M-V/def2-TZVPD" homo_ev="-13.66 / -13.66" total_charge=+1
C -0.90655 -0.26442 0.12833 -1.72 0.04 -0.19
C -1.57911 0.70909 -0.50965 0.49 0.33 0.43
H -2.59294 0.56786 -0.90372 0.66 -0.31 -0.61
H -1.34754 -1.26948 0.06030 0.16 0.32 0.52
H -1.16638 1.71971 -0.61894 -0.45 -0.20 0.43
O 1.98511 -0.22338 0.99659 2.41 -0.50 -2.27
C 2.34180 -0.53053 -0.09918 3.24 -0.81 0.77
O 3.04064 -0.89377 -0.94537 -2.15 0.70 0.34
Cd 0.22496 0.18490 1.89164 -2.64 0.43 0.58